<P>
ORCA calculation (ωB97M-V/def2-TZVPD) on one molecule with the formula C4H7NOS.

XYZ file:
```
14
Properties=species:S:1:pos:R:3:lowdin_charge:R:1
C -0.8428 1.6884 -0.7057 -0.112
C 0.4841 1.0396 -0.7604 -0.162
C 1.0466 0.0578 -0.0212 -0.118
N 0.4058 -0.9517 0.6848 -0.225
O 1.1568 -1.4588 1.7708 -0.002
C -0.5674 -1.7872 0.2541 -0.682
S -1.2788 -1.8042 -1.1895 0.658
H -1.5480 1.0594 -0.0322 0.093
H -1.2441 1.6501 -1.7198 0.076
H -0.7084 2.6503 -0.2344 0.072
H 1.0670 1.3286 -1.6041 0.095
H 2.0978 -0.0817 0.0260 0.109
H 0.8069 -0.9129 2.5337 0.142
H -0.8756 -2.4777 0.9979 0.056
```

Structure (SMILES) = C/C=C\N(O)C=S

<Q>
ORCA calculation (ωB97M-V/def2-TZVPD) on one molecule with the formula C4H7NOS.

XYZ file:
```
14
Properties=species:S:1:pos:R:3:lowdin_charge:R:1
C -2.2414 -0.9701 0.0012 0.019
C -1.7957 0.2925 -0.0333 -0.119
N -0.4125 0.6575 -0.0055 -0.169
O -0.3275 2.0613 -0.0241 -0.019
C 0.7659 -0.0142 -0.0402 -0.805
C 1.9485 0.9138 -0.0580 -0.101
S 0.8908 -1.6494 0.0298 0.700
H -3.2518 -1.2034 -0.2563 0.049
H -1.5505 -1.7832 0.2299 -0.020
H -2.3993 1.1402 -0.1334 0.094
H -0.2917 2.3170 0.9195 0.130
H 1.8889 1.6635 -0.9105 0.111
H 1.9672 1.5048 0.8525 0.080
H 2.8278 0.3278 -0.1662 0.051
```

Structure (SMILES) = C=CN(O)C(C)=S

Least stable = <P>

<P>
ORCA calculation (ωB97M-V/def2-TZVPD) on C3H7N3O2 as an isolated structure.

XYZ file:
```
15
Properties=species:S:1:pos:R:3:lowdin_charge:R:1
C 0.7245 -0.3314 -0.1194 -0.596
C -1.0724 1.2460 0.1842 -0.162
C -1.7513 0.0157 -0.3043 -0.150
H 2.4962 1.1393 -0.6132 0.071
H 2.1512 -0.7633 1.9840 0.267
H -0.8936 1.4075 1.4617 0.179
H -1.4565 2.3628 -0.1864 0.169
H -2.7374 0.1340 -0.1745 0.063
H -1.7807 0.1133 -1.3790 0.122
H 0.4190 -2.5069 -0.4216 0.247
N 2.0236 -0.9331 0.4286 0.065
N 0.3871 0.8441 -0.0146 0.024
N -0.0210 -1.4179 -0.2942 -0.028
O 2.9402 0.2097 -0.5533 -0.201
O -1.4288 -1.5199 0.0019 -0.070
```

<Q>
ORCA calculation (ωB97M-V/def2-TZVPD) on a 2-piece molecular cluster, C3H7N3O2 overall.

XYZ file:
```
15
Properties=species:S:1:pos:R:3:lowdin_charge:R:1
N -1.2149 2.2546 1.1031 0.153
C -0.2514 1.6077 0.9236 -0.152
C 0.6130 0.4959 0.4570 -0.344
N 1.9311 0.5398 1.0269 0.048
C 0.5252 0.3212 -1.0819 -0.488
N 0.2755 -0.9474 -1.4416 0.144
O 0.2481 1.2614 -1.8188 0.071
H 0.1536 -0.3667 0.9712 0.135
H 2.3271 -0.3915 1.1060 0.086
H 2.5422 1.1882 0.5403 0.090
H -0.4397 -1.4769 -0.9374 0.082
H 0.3995 -1.1871 -2.4169 0.111
O -2.2446 -1.2431 0.1891 -0.109
H -2.2275 -1.7851 0.9839 0.038
H -2.6372 -0.2711 0.3956 0.136
```

Structure (SMILES) = N#C[C@H](N)C(N)=O.O

<R>
ORCA calculation (ωB97M-V/def2-TZVPD) on C3H7N3O2 as an isolated structure.

XYZ file:
```
15
Properties=species:S:1:pos:R:3:lowdin_charge:R:1
C -1.0177 2.0983 0.0468 -0.051
C 0.4130 1.6189 0.6645 -0.475
C -0.2200 -1.0007 -1.2331 -0.287
H -0.8434 2.2554 -1.1655 0.107
H -1.3056 3.1755 0.9080 0.183
H -1.6742 1.0367 0.4269 0.138
H 1.0688 -0.6313 1.3644 0.285
H -0.8274 -0.4630 -2.0949 0.164
H 0.3439 -2.1221 0.6832 0.107
H 1.2296 -3.4829 0.0209 0.134
N 0.3014 0.1614 0.6000 -0.049
N 0.7261 -1.9480 -1.3577 0.000
N 1.1237 -2.3850 -0.0873 -0.081
O 1.2415 2.2761 1.3128 0.022
O -0.5597 -0.5892 -0.0890 -0.198
```

<S>
ORCA calculation (ωB97M-V/def2-TZVPD) on one molecule with the formula C3H7N3O2.

XYZ file:
```
15
Properties=species:S:1:pos:R:3:lowdin_charge:R:1
C 0.7536 1.6494 0.1680 -0.006
C 0.4703 0.1278 -0.1245 -0.368
N -0.6516 -0.4493 -0.1132 0.093
O -1.7427 0.4435 -0.1873 -0.053
C -2.9362 -0.1682 -0.0665 -0.354
O -3.1258 -1.3328 0.1403 0.075
N 1.6601 -0.5661 -0.2142 -0.068
N 1.7254 -1.9272 0.1310 0.046
H 1.0910 1.8097 1.2063 0.082
H 1.5615 1.8741 -0.5595 0.075
H -0.0777 2.4080 -0.0071 0.090
H -3.6640 0.6575 -0.2001 0.143
H 2.4521 0.0145 -0.0269 0.112
H 0.8241 -2.1257 0.5663 0.078
H 1.6600 -2.4152 -0.7125 0.054
```

Structure (SMILES) = C/C(=N\OC=O)NN

Least stable = <P>